Record 1
55
Properties=species:S:1:pos:R:3 method="wB97M-V/def2-TZVPD" relative_energy_kj_mol=1932.89 charge=0 max_force_ev_per_a=18.42 e_homo_ev=-8.461 multiplicity=1 orbital_gap_ev=8.50
S 2.3440 -3.8050 -0.0181
F -2.8949 -3.2985 -2.3756
F -3.3350 -2.5298 -4.1646
F -1.1979 -2.7907 -3.4845
O 0.5154 3.3843 5.7550
O 1.8864 -5.1485 -0.3409
O 2.0664 -3.4331 1.3208
N -1.8615 0.3118 -0.7842
N 1.6772 -2.6753 -1.1327
N 3.0952 -0.8544 -1.2469
N -1.0193 -1.7915 -0.5729
N -3.3725 1.1660 -2.3367
N -0.4643 4.4731 4.0326
N -2.8066 2.3416 -0.6419
C -2.2239 2.9961 0.5116
C -1.9501 -0.8876 -1.3364
C -1.0323 4.2178 2.8363
C -0.5463 2.1120 4.0129
C -3.1498 0.0375 -2.9937
C 2.5830 0.9817 -0.0250
C -2.1378 4.2589 0.7302
C 1.9535 -3.1458 -2.5134
C -0.9482 2.7254 2.7924
C 4.0828 -3.7937 -0.4711
C -1.7756 2.2531 1.4808
C -1.4787 5.1388 1.5653
C -2.3796 1.3218 -1.1416
C 1.8721 -1.3158 -0.7943
C -2.5356 -1.2238 -2.3532
C 1.1233 -0.7794 -0.0500
C 3.5633 0.4078 -0.9082
C 1.4085 0.2830 0.5390
C -2.3572 -2.4277 -2.9742
C -0.1671 3.3933 4.6685
C -0.1530 -1.5003 0.4044
H -1.4625 1.5938 4.4224
H -0.1021 -2.6762 1.0551
H 2.9918 -2.8188 -2.7015
H 0.3802 1.4399 3.7552
H 1.2960 -2.6645 -3.1079
H -3.7380 -0.1040 -3.9135
H 4.2991 -4.6576 -1.2760
H -0.9824 -2.7966 -1.1787
H 4.2583 0.7077 -1.4703
H -0.1172 5.3604 4.3908
H 1.8630 -3.9998 -2.6762
H -3.2083 3.1489 -1.2320
H -1.3260 6.1679 1.8087
H -0.7731 -0.8914 1.3742
H 2.8930 2.0042 0.2566
H 4.5356 -4.1917 0.5050
H -2.5415 4.8867 0.0462
H -1.7720 0.9785 1.5111
H 0.7422 0.9149 1.0449
H 4.3802 -2.8056 -0.6037



Record 2
75
Properties=species:S:1:pos:R:3 method="wB97M-V/def2-TZVPD" relative_energy_kj_mol=0.00 charge=+2 max_force_ev_per_a=0.50 e_homo_ev="-13.631 / -13.696" s_squared=4.05 multiplicity=4 orbital_gap_ev="6.87 / 7.18"
Br 1.5022 1.2787 -0.7865
Mn 0.7149 -0.5656 0.8482
S -3.3684 -0.4778 2.5190
N 1.5516 0.6291 2.3606
N 4.7985 -0.4472 1.4403
N 2.6593 -1.2206 0.7620
N 6.6408 -1.2382 0.3346
N 2.5984 -3.0504 -0.6863
N 4.6175 -2.1380 -0.2281
N -1.1904 -0.0089 1.2387
C 3.5910 1.0416 3.5232
C -2.0120 1.6066 -0.5064
C -3.5169 4.5987 -1.9102
C -1.5430 3.3255 -2.7219
C -0.9386 -2.8379 -3.0458
C 5.3286 -1.2867 0.4994
C -0.1895 -1.6470 -3.2152
C 3.5039 -0.4550 1.5076
C 0.1095 -1.1478 -4.5090
C 0.3486 -1.9642 2.2599
C 0.9752 0.2495 -2.3141
C 3.3015 -2.1135 -0.0608
C 0.8196 0.0028 -4.6770
C -1.7175 -0.7305 2.2169
C 1.5482 2.0493 4.2623
C 0.7967 -3.7023 3.8270
C -4.5270 1.3574 0.7312
C 2.8698 0.4450 2.5066
C -2.9861 3.1978 -2.2345
C 0.2622 -0.9449 -2.0665
C -2.1701 0.7752 0.6037
C -4.3447 2.1712 -0.3598
C -0.4267 -3.4760 4.4426
C -3.4233 0.6485 1.2044
C -0.7819 -2.6201 -0.6508
C 2.9112 1.8529 4.4200
C -0.0221 -1.4822 -0.7762
C 1.2043 -2.9414 2.7305
C -0.8916 -1.7379 2.8601
C -3.8289 2.5736 -3.3559
C -3.0957 2.3065 -1.0002
C -1.2791 -2.4961 3.9616
C 1.2613 0.7356 -3.5518
C 0.8983 1.4195 3.2144
C -1.2418 -3.3058 -1.8015
H -3.7936 3.2041 -4.2436
H -4.8731 2.4707 -3.0638
H -3.4539 1.5847 -3.6241
H 7.1948 -0.6196 0.9022
H 1.4521 -4.4762 4.2020
H 1.8022 1.6614 -3.6800
H -1.5088 3.9987 -3.5772
H -0.7181 -4.0695 5.2962
H 7.0863 -1.8538 -0.3257
H 2.1627 -3.1362 2.2758
H 3.1060 -3.7135 -1.2492
H 4.6541 0.8672 3.5954
H 1.0443 0.3721 -5.6670
H -5.4953 1.2671 1.2011
H -0.2410 -1.7022 -5.3688
H -1.8311 -4.2044 -1.6822
H -0.1619 1.5470 3.0424
H 0.9892 2.6810 4.9367
H -1.0261 -3.0279 0.3212
H -0.8873 3.7379 -1.9528
H 1.5960 -3.1104 -0.6099
H -5.1952 2.7164 -0.7418
H -2.2394 -2.3296 4.4335
H -3.4013 5.2432 -2.7802
H -2.9724 5.0487 -1.0800
H -1.1426 2.3640 -3.0494
H -1.0556 1.6994 -0.9768
H -1.2766 -3.3648 -3.9274
H 3.4424 2.3290 5.2319
H -4.5745 4.5870 -1.6548



Record 3
10
Properties=species:S:1:pos:R:3 method="wB97M-V/def2-TZVPD" charge=+2 max_force_ev_per_a=2.74 e_homo_ev=-19.800 multiplicity=1 orbital_gap_ev=10.83
Ba -0.3503 -0.6047 1.7893
O -0.4010 0.8278 -0.4321
O 0.9768 -0.7531 -0.2759
O 0.6041 0.1246 -2.3480
C 0.4717 0.1246 -1.1748
C -1.1166 1.9384 -1.0290
H 1.7388 -1.2757 -0.5687
H -0.3785 2.6844 -1.3374
H -1.7688 2.3139 -0.2375
H -1.7067 1.5811 -1.8774



Record 4
5
Properties=species:S:1:pos:R:3 method="wB97M-V/def2-TZVPD" relative_energy_kj_mol=44.38 charge=0 max_force_ev_per_a=1.49 e_homo_ev=-11.701 multiplicity=1 orbital_gap_ev=12.62
O 1.6503 0.3207 -0.1940
O -1.8256 -0.7807 -0.2083
C -1.9940 -0.0485 0.6323
H 0.9769 0.9317 -0.4140
H 1.1925 -0.4232 0.1840



Record 5
14
Properties=species:S:1:pos:R:3 method="wB97M-V/def2-TZVPD" relative_energy_kj_mol=656.61 charge=0 max_force_ev_per_a=3.95 e_homo_ev=-9.713 multiplicity=1 orbital_gap_ev=10.00
O -1.0046 1.5343 0.8568
O 2.1939 1.3327 0.3474
N 1.9783 0.0948 -0.2320
C -0.9863 -0.6653 0.2972
C -0.5665 0.6906 -0.1372
C -0.0179 -1.3703 -0.7560
C 0.7432 -0.0918 -0.4247
H 0.4662 -2.3147 -0.4812
H -0.3905 -1.4082 -1.7857
H -0.5752 -0.8925 1.2837
H -1.8992 0.9217 1.1092
H 3.1564 1.4042 0.3512
H -2.2501 -0.2552 0.7962
H -0.9304 0.9538 -1.1522



Record 6
11
Properties=species:S:1:pos:R:3 method="wB97M-V/def2-TZVPD" relative_energy_kj_mol=172.81 charge=-1 smiles=[S-][C@H](S)c1nnn[nH]1 max_force_ev_per_a=5.31 e_homo_ev=-4.211 multiplicity=1 orbital_gap_ev=7.67
S 0.8198 -1.7529 0.7076
S 0.8902 1.5063 -0.1814
N -3.4749 -0.4617 -0.6405
N -1.7700 0.7227 -0.9875
N -2.5908 -0.9587 0.2228
N -3.0861 0.5302 -1.2906
C -1.5184 -0.1812 0.0363
C 0.2183 0.2032 0.6749
H 0.7958 -1.7973 -0.6211
H -1.1658 1.4979 -1.1077
H 0.0004 0.3166 1.7449